(1)
DFT (ωB97M-V/def2-TZVPD) results for a 2-piece molecular cluster, C6H17NO overall.

The SMILES is CCCN(C)CC.O.

```
25
Properties=species:S:1:pos:R:3:forces:R:3
C -1.52883 0.32052 2.13297 0.7 -2.1 -4.2
C -0.25716 -0.27468 1.37054 0.2 -1.4 2.8
C -0.72525 -1.25539 0.29152 0.7 -1.9 -1.9
N -0.56178 -0.87394 -1.16237 0.0 1.2 0.6
C 0.88540 -0.77483 -1.44772 -0.6 -0.7 -1.2
C -1.30294 0.33315 -1.58005 -1.3 0.5 -1.6
C -0.53238 1.67048 -1.39789 -1.1 -1.4 -0.3
H -2.27215 -0.33519 2.53507 0.2 -1.0 0.5
H -2.03483 0.74958 1.28866 -0.6 1.0 -0.1
H -1.21181 1.00343 2.78994 0.8 2.7 2.6
H 0.36102 -0.87407 2.18244 -0.8 1.3 -1.7
H 0.36253 0.57460 0.98923 -0.6 -0.9 0.4
H -1.76860 -1.52608 0.48502 0.0 0.3 -0.3
H -0.22381 -2.30425 0.25340 -0.4 1.8 0.8
H 1.46000 -0.09364 -0.81906 0.1 -0.3 0.4
H 1.18296 -1.81577 -1.42533 0.8 -0.1 0.5
H 1.16355 -0.46622 -2.47579 -0.8 0.0 0.3
H -1.68942 0.23511 -2.69462 0.8 -0.1 2.1
H -2.22935 0.45907 -0.95271 0.8 -0.6 -0.6
H -0.12937 2.19428 -2.22125 0.5 0.0 -1.4
H 0.23325 1.39740 -0.74567 1.3 0.5 1.1
H -1.19549 2.35079 -0.95656 -0.8 1.1 1.0
O 3.36963 0.47720 1.41643 2.1 0.3 0.9
H 3.11522 -0.35516 1.09276 -0.3 -1.9 -0.6
H 2.61864 0.99056 1.26338 -1.8 1.6 -0.2
```
Positions in Å, forces in eV/Å.


(2)
DFT (ωB97M-V/def2-TZVPD) results for a 2-piece molecular cluster, C6H17NO overall.

The SMILES is CCCNCCC.O.

```
25
Properties=species:S:1:pos:R:3:forces:R:3
C -0.17874 1.02724 2.71572 -0.1 -1.6 -0.2
C 0.34124 -0.44110 2.58416 1.5 1.6 -0.6
C -0.01721 -1.01310 1.22305 -1.1 -1.1 0.2
N 0.91710 -0.80808 0.12295 -0.6 0.5 0.6
C 0.34148 -0.99079 -1.21817 2.6 0.0 0.6
C 1.16914 -0.16749 -2.20746 -0.3 0.1 -1.3
C 0.60058 1.20865 -2.51306 0.3 1.2 0.5
H 0.14387 1.58416 1.83720 0.1 0.3 0.2
H -1.27092 0.95840 2.65852 0.1 0.4 0.3
H 0.17306 1.45324 3.65475 -0.2 0.3 -0.2
H 1.43459 -0.37924 2.57022 0.1 -0.1 0.3
H 0.09394 -1.03171 3.46067 -0.4 -0.3 -0.2
H -0.10814 -2.09880 1.28778 -0.2 -0.2 0.2
H -1.06087 -0.65077 1.04928 0.5 0.0 -0.5
H 1.49114 0.01578 0.22339 -0.3 0.3 -0.1
H 0.52222 -2.04523 -1.43642 -0.7 -0.1 -0.3
H -0.69683 -0.70988 -1.27295 -0.5 0.0 0.0
H 1.19623 -0.69200 -3.16779 0.0 -0.2 0.0
H 2.23357 -0.06502 -1.96204 -0.3 -0.2 0.5
H -0.33390 1.21587 -3.07449 0.1 -0.2 -0.2
H 1.33969 1.85184 -3.01206 -0.2 -0.4 -0.4
H 0.40071 1.80380 -1.61866 -0.2 -0.3 0.4
O -3.11456 0.29722 -0.65091 -0.9 0.5 1.3
H -3.02739 -0.30132 0.10967 0.1 0.2 -0.7
H -2.59001 -0.02168 -1.36337 0.7 -0.6 -0.6
```
Positions in Å, forces in eV/Å.


(3)
DFT (ωB97M-V/def2-TZVPD) results for a 2-piece molecular cluster, C6H17NO3 overall.

The SMILES is COCCNCCOC.O.

```
27
Properties=species:S:1:pos:R:3:forces:R:3
C 3.19992 -2.27480 -1.49367 -0.1 -0.1 0.3
O 2.55868 -1.26591 -0.74060 -0.2 -0.2 -0.1
C 2.07744 -0.20577 -1.53935 0.3 0.1 -0.1
C 1.37167 0.76498 -0.62503 0.2 0.1 0.1
N 0.26551 0.15935 0.12250 0.3 0.3 0.0
C -1.00761 0.27565 -0.55375 -0.2 -0.1 -0.6
C -2.16709 -0.13374 0.31379 0.0 0.1 0.4
O -2.33139 0.79938 1.36778 0.2 0.0 -0.4
C -3.22574 0.34972 2.34884 -0.4 0.1 0.0
H 2.69188 -2.43307 -2.44965 0.1 0.0 -0.1
H 3.13360 -3.20201 -0.92464 0.1 0.0 0.0
H 4.25077 -2.02022 -1.64859 0.0 0.0 -0.2
H 1.40782 -0.59416 -2.31904 0.0 0.0 0.0
H 2.91746 0.30964 -2.02999 -0.1 -0.1 -0.1
H 1.02785 1.61240 -1.22220 -0.2 0.0 0.1
H 2.11810 1.17000 0.06488 -0.1 -0.1 0.1
H 0.49358 -0.82255 0.24100 0.0 0.0 0.2
H -1.05152 -0.33230 -1.47677 -0.1 0.1 0.1
H -1.16161 1.30821 -0.87627 0.1 0.1 0.1
H -1.97471 -1.12326 0.75355 -0.1 -0.1 -0.1
H -3.08180 -0.16181 -0.28826 0.0 -0.2 0.0
H -3.29426 1.13523 3.09767 0.1 -0.1 0.1
H -2.88490 -0.58957 2.79577 0.0 0.0 0.1
H -4.23751 0.19787 1.93772 0.2 -0.1 0.0
O -0.19305 2.67953 1.89155 0.2 0.1 0.0
H 0.16706 1.79275 1.74852 -0.1 0.0 -0.1
H -1.07015 2.60448 1.50423 -0.1 -0.1 0.1
```
Positions in Å, forces in eV/Å.


(4)
DFT (ωB97M-V/def2-TZVPD) results for a 4-piece molecular cluster, C6H17NO4 overall.

The SMILES is NCC/C=C/C=C/O.O.O.O.

```
28
Properties=species:S:1:pos:R:3:forces:R:3
N -1.19637 -0.01315 -2.14063 -1.4 0.4 -0.2
C -2.44216 -0.66256 -1.66333 0.7 -0.1 0.4
C -2.10489 -1.73999 -0.64585 0.2 -0.8 0.1
C -1.30382 -1.15469 0.48264 -0.7 -0.2 -0.1
C -0.00679 -1.35796 0.68896 -0.6 0.6 0.7
C 0.67856 -0.68732 1.79587 0.7 -0.8 -1.2
C 1.93722 -0.96708 2.14481 -0.3 0.6 1.7
O 2.50248 -0.34226 3.22672 0.8 -0.4 -0.2
H -0.38619 -0.60076 -2.00407 0.0 -0.1 0.0
H -1.38015 0.08504 -3.12636 0.7 0.3 -0.4
H -3.02642 -1.02522 -2.50951 0.0 -0.3 0.1
H -3.09486 0.03455 -1.13143 0.1 0.4 -0.1
H -3.04062 -2.21667 -0.33739 0.0 0.2 0.4
H -1.52234 -2.58744 -1.02938 0.0 0.3 -0.5
H -1.86016 -0.48166 1.13191 0.2 0.1 0.1
H 0.56342 -1.97529 0.02060 0.2 -0.4 -0.1
H 0.16373 0.09534 2.33442 -0.1 0.0 0.1
H 2.61434 -1.75405 1.85950 -0.3 -0.2 -0.7
H 2.10767 0.51435 3.35488 -0.4 0.6 0.0
O 1.94841 2.29677 1.51002 -0.2 -0.1 0.2
H 1.99870 1.96389 0.61223 -0.1 -0.1 -0.2
H 2.52437 3.05948 1.50031 0.2 0.3 0.1
O 1.64049 -0.05902 -1.36655 0.4 0.6 0.3
H 1.30940 0.80017 -1.65407 -0.3 0.1 -0.5
H 1.80718 0.15663 -0.43729 0.0 -0.7 0.0
O 0.16530 2.94579 -1.09563 0.3 0.1 0.1
H -0.67315 2.56690 -1.37090 -0.1 -0.4 -0.1
H 0.07665 3.10619 -0.15048 0.0 0.0 0.0
```
Positions in Å, forces in eV/Å.


(5)
DFT (ωB97M-V/def2-TZVPD) results for a 2-piece molecular cluster, C6H17NS overall.

The SMILES is CCCS.CCNC.

```
25
Properties=species:S:1:pos:R:3:forces:R:3
C -0.48973 -1.06490 2.55232 0.1 -0.3 -0.2
C -1.49115 -0.22594 1.75293 0.3 -0.1 -0.2
C -2.26342 -1.09862 0.78941 0.5 -0.4 -2.6
S -1.09054 -1.79652 -0.94848 -1.2 1.3 2.8
H -1.02755 -1.62300 3.33874 0.4 0.3 -0.2
H 0.33311 -0.46674 2.97832 -0.4 -0.2 0.0
H -0.05265 -1.81448 1.86704 0.0 0.3 0.3
H -2.19935 0.28390 2.43112 0.1 -0.2 -0.2
H -0.98779 0.57200 1.18264 -0.1 -0.2 0.2
H -3.09108 -0.57412 0.26965 0.6 -0.4 0.4
H -2.60103 -2.05492 1.18604 0.1 0.1 0.1
H 0.02622 -0.80218 -0.77903 -1.3 -0.8 0.2
C -0.14949 1.93008 -2.13842 -0.1 -1.2 0.4
C 1.04756 1.48783 -1.20275 -0.6 0.0 -1.6
N 1.21280 0.00713 -1.21769 -0.6 0.2 0.4
C 2.37660 -0.38498 -0.41608 0.3 -1.1 -1.2
H -1.07161 1.42324 -1.77137 0.5 0.4 -0.2
H -0.36860 3.00208 -2.23982 0.5 -0.3 0.4
H 0.00957 1.54094 -3.16221 0.1 0.2 0.5
H 1.99531 1.89379 -1.58907 -0.2 0.3 0.2
H 0.91568 1.86093 -0.16306 0.0 -0.5 -0.6
H 0.91141 -0.58417 -2.05378 1.5 1.8 1.1
H 3.28311 0.12922 -0.79860 -0.2 -0.3 0.3
H 2.52154 -1.49174 -0.51323 -0.1 1.0 0.2
H 2.25106 -0.14883 0.64539 -0.2 0.1 -0.2
```
Positions in Å, forces in eV/Å.


(6)
DFT (ωB97M-V/def2-TZVPD) results for C6H17O10Sr as an isolated structure.

Its total charge is -1.

```
34
Properties=species:S:1:pos:R:3:forces:R:3
Sr -0.90629 -0.54493 0.73789 0.6 0.2 -0.4
C 3.23810 2.19458 6.23319 0.2 0.1 -1.0
C 3.26964 2.59049 4.72115 -0.3 0.2 -1.6
O 3.22397 1.68265 3.83441 -0.2 -0.9 1.1
O 3.34140 3.78679 4.37975 0.0 0.5 1.3
H 4.27604 2.15827 6.56404 0.0 -0.1 0.1
H 2.79182 1.20378 6.31818 0.0 0.1 0.2
H 2.72218 2.94465 6.83264 -0.1 0.0 -0.1
C -0.39032 2.98474 -5.68971 1.8 1.4 1.1
C 0.82128 3.43508 -4.75228 0.5 0.1 -1.1
O 0.83204 3.07072 -3.58066 -1.2 -1.1 2.4
O 1.81224 4.05511 -5.19471 -0.6 0.3 -1.3
H -0.01525 2.04273 -6.08976 -0.6 0.0 -0.3
H -0.45077 3.80195 -6.40847 -0.2 -0.4 -0.5
H -1.31086 2.94176 -5.10760 0.1 -0.4 -0.1
C 1.38549 -4.03918 -5.64564 0.2 0.7 -0.1
C 1.01759 -3.62504 -4.24341 -0.1 1.1 3.7
O -0.21465 -3.60215 -3.95334 0.5 -0.2 -0.6
O 1.92223 -3.29414 -3.35501 -1.2 -0.8 -2.4
H 0.83537 -3.38165 -6.31879 -0.1 0.0 -0.1
H 1.01010 -5.04393 -5.83969 0.4 -0.1 0.0
H 2.44592 -3.85060 -5.81307 0.0 -0.6 -0.1
O -3.99824 2.77099 -0.46080 0.1 -0.4 0.2
H -4.93486 2.76765 -0.26338 -0.2 0.0 0.0
H -3.82262 3.65751 -0.77617 0.2 0.2 -0.2
O -4.30954 -3.64067 1.46690 0.2 0.4 0.0
H -4.98593 -3.88854 2.09721 -0.2 0.0 0.2
H -3.85410 -4.45907 1.26934 0.1 -0.3 -0.2
O 0.32930 -3.95037 3.97001 -0.2 0.2 -0.2
H -0.14004 -4.62404 4.46206 -0.1 -0.2 0.1
H 1.23381 -4.01581 4.27630 0.3 0.1 0.0
O -2.28111 1.16983 5.08837 -0.1 -0.2 -0.4
H -2.44180 2.06767 5.37870 0.1 0.3 0.0
H -2.45221 0.63311 5.86225 0.0 -0.2 0.2
```
Positions in Å, forces in eV/Å.


(7)
DFT (ωB97M-V/def2-TZVPD) results for a 2-piece molecular cluster, C6H17PSi overall.

The SMILES is C=[SiH]C.CCCCP.

```
25
Properties=species:S:1:pos:R:3:forces:R:3
C 2.53218 -1.94628 0.12351 0.9 1.7 -0.7
Si 3.01822 -0.36201 -0.44103 -0.7 -0.8 1.2
C 2.87367 1.21048 0.60051 0.0 -0.5 -0.1
H 2.64856 -2.83440 -0.47380 0.0 -0.1 -0.2
H 2.24925 -2.12140 1.14814 -0.1 0.1 0.2
H 3.48129 -0.02771 -1.78728 0.0 -0.3 -0.3
H 3.85399 1.59821 0.87217 0.1 0.0 -0.1
H 2.33857 1.99946 0.07473 0.0 0.0 -0.1
H 2.33842 1.00794 1.52337 -0.1 -0.1 0.1
C -2.66409 1.92036 -0.14869 0.3 0.0 0.0
C -1.21820 1.46652 0.01358 -0.1 -0.1 0.2
C -1.09460 0.03113 0.52369 0.1 0.1 -0.2
C -1.63434 -0.99911 -0.46055 0.0 -0.2 0.1
P -1.29127 -2.72756 0.16033 -0.5 0.4 0.1
H -2.70508 2.98127 -0.38579 -0.1 0.1 0.0
H -3.15499 1.37857 -0.95161 -0.1 -0.1 -0.1
H -3.21982 1.75404 0.77181 -0.1 0.0 0.1
H -0.71313 2.12892 0.71954 0.1 0.1 0.0
H -0.70150 1.55027 -0.94617 0.1 0.0 0.0
H -0.03781 -0.19008 0.70680 0.0 0.0 0.1
H -1.62284 -0.06329 1.47562 0.0 0.0 0.1
H -2.71728 -0.90189 -0.57557 0.1 0.0 0.0
H -1.16854 -0.86319 -1.44092 -0.1 0.0 0.1
H 0.08428 -2.64254 -0.02254 0.5 -0.1 0.0
H -1.47492 -3.34770 -1.07985 -0.1 -0.3 -0.3
```
Positions in Å, forces in eV/Å.


(8)
DFT (ωB97M-V/def2-TZVPD) results for a 3-piece molecular cluster, C6H18BrClF2N4O8P3 overall.

Its total charge is -1.

```
43
Properties=species:S:1:pos:R:3:forces:R:3
O -1.49301 -1.48130 -2.38735 1.6 4.5 2.9
P -1.07512 -0.17414 -1.54094 1.0 -4.4 -3.7
O 0.25032 -0.65832 -0.52573 -0.5 2.4 -2.8
O -0.56033 1.02149 -2.70387 -0.8 -0.3 3.3
P -2.86796 0.48643 -0.50757 -1.0 -0.2 -0.7
P -2.53779 0.93098 1.60111 -1.0 1.2 1.9
F -3.56241 2.37276 1.35727 0.7 -2.1 -0.3
F -3.91576 -0.17588 1.85661 1.8 1.5 -0.8
Cl -2.81273 1.36665 3.66378 0.3 0.2 0.4
O -1.45300 -0.39192 1.97258 2.1 2.6 1.1
C -0.18608 0.15180 2.56585 1.0 -0.9 -2.9
Br 0.22468 -0.37545 4.49095 -0.7 0.5 -1.1
C 0.03062 1.72244 2.12922 -0.7 0.4 1.2
C 0.29257 2.86450 3.27762 0.6 0.8 -0.5
C 0.90535 4.20056 2.48260 -0.4 -0.1 0.8
O -0.17097 5.16198 2.09315 0.3 -1.9 0.0
O -1.21555 2.09201 1.38662 1.9 -1.7 1.1
H 1.07942 -0.31101 -1.01195 -1.3 -0.6 0.9
H -0.67610 1.89993 -2.22366 0.3 -1.4 -0.9
H -3.20081 1.76874 -1.10834 0.9 -0.6 0.4
H 0.73306 -0.37900 2.02062 -2.5 0.7 1.3
H 1.04933 1.72638 1.51169 -2.6 0.0 0.6
H 1.07610 2.51838 4.09723 -1.6 0.5 -1.9
H -0.66840 3.24163 3.83182 1.7 -1.1 -1.2
H 1.58953 4.77715 3.24380 -1.4 -1.0 -1.6
H 1.54789 3.91363 1.54288 -1.2 0.4 1.7
H -0.98039 4.66551 1.76617 1.6 0.4 0.6
C -1.72498 -5.85624 -0.98061 -0.2 -0.2 -0.3
O -2.09173 -7.01608 -1.08454 -0.1 -0.5 0.0
N -1.87112 -4.95585 -1.96931 -0.2 0.3 -1.1
N -1.14196 -5.37469 0.13197 0.7 0.0 1.4
H -1.57556 -3.99651 -1.90241 -0.1 0.2 -0.1
H -2.30557 -5.27730 -2.82445 0.2 0.2 0.4
H -1.01306 -6.01992 0.90048 -0.1 0.3 -0.3
H -0.83333 -4.42285 0.23649 -0.1 -0.1 0.0
C 3.58404 0.14274 -3.03618 -0.5 -0.1 0.4
O 2.85143 0.48467 -2.12136 -0.2 0.1 0.3
N 3.51288 -1.07195 -3.60979 -0.4 -1.3 -0.2
N 4.52804 0.95009 -3.55261 0.9 1.3 -0.2
H 4.10734 -1.37169 -4.36408 -0.1 0.1 0.2
H 2.81548 -1.71071 -3.25068 0.2 0.2 -0.2
H 4.61494 1.87382 -3.14922 0.0 -0.4 -0.2
H 5.14069 0.68656 -4.30586 -0.2 0.0 0.2
```
Positions in Å, forces in eV/Å.


Short version: energy = -368.71272, -368.76373, -519.23469, -594.47967, -691.66041, -1021.75318, -869.56333, -5318.60939 hartree, in the order given.
Short version: HOMO-LUMO gap = 9.46, 9.59, 9.95, 8.52, 8.88, 2.16, 8.98, 8.08 eV, in the order given.
Short version: max |F| = 0.0921, 0.0512, 0.0128, 0.0361, 0.0636, 0.0757, 0.0393, 0.1141 Eh/bohr, in the order given.